1.
12 unconnected molecules or ions with the total composition C48H102Cl2F8N12O16S8, computed with ωB97M-V with the def2-TZVPD basis set.

## Properties
* M: 1582.84 g mol⁻¹
* ΔE to the lowest compared entry with this formula, charge and spin: 11.921 eV
* HOMO: -4.2 eV
* maximum force: 9.5 eV/A
* HOMO-LUMO gap: 1.82 eV
* LUMO: -2.3 eV

```
196
C48H102Cl2F8N12O16S8 (ωB97M-V with the def2-TZVPD basis set)
C -10.11952 -4.90685 6.40730
C -8.77454 -4.56287 5.69390
C -7.59869 -5.44264 6.10169
C -6.86321 -4.98777 7.44381
N -5.90240 -6.09442 7.87001
C -6.52476 -7.47989 8.33980
C -6.20131 -8.47752 7.25064
C -4.86416 -8.11827 6.78748
C -4.78933 -6.53419 6.83268
C -5.22742 -5.45691 9.16079
H -9.92418 -4.78383 7.47257
H -10.50236 -5.83981 5.99366
H -10.81389 -4.09083 6.20718
H -8.58108 -3.49259 5.76584
H -8.98141 -4.64474 4.62685
H -6.97073 -5.42882 5.21086
H -7.92532 -6.48161 6.14587
H -7.73676 -4.92606 8.09281
H -6.35721 -4.02658 7.35344
H -6.03131 -7.79207 9.26020
H -7.57425 -7.44917 8.63258
H -6.21975 -9.50971 7.60040
H -6.76034 -8.57513 6.32004
H -4.12161 -8.49378 7.49156
H -4.58825 -8.47496 5.79514
H -3.92529 -6.02372 7.25806
H -4.96158 -5.96837 5.91710
H -4.46924 -4.78351 8.76104
H -4.76035 -6.10509 9.90228
H -6.00421 -4.97521 9.75464
C -8.93392 -1.09590 -1.13223
C -10.36344 -0.69660 -1.51436
C -10.47127 0.84432 -1.42764
C -9.73608 1.50771 -2.52563
N -10.15245 3.00085 -2.54214
C -11.64740 3.13413 -2.89581
C -11.86408 4.33211 -3.75335
C -10.44761 4.86174 -4.17842
C -9.58902 3.64189 -3.81140
C -9.67252 3.85028 -1.32863
H -8.82945 -2.17337 -1.25962
H -8.80102 -0.82937 -0.08371
H -8.27036 -0.59707 -1.83861
H -10.92301 -1.19688 -0.72398
H -10.54912 -1.03470 -2.53383
H -9.99010 1.14064 -0.49556
H -11.46353 1.20449 -1.15595
H -9.82022 1.06132 -3.51647
H -8.66394 1.44572 -2.33917
H -12.34333 3.12475 -2.05695
H -11.79052 2.24773 -3.51378
H -12.43821 4.99394 -3.10490
H -12.42569 4.06000 -4.64702
H -10.06379 5.68764 -3.57952
H -10.61627 5.31737 -5.15416
H -8.50949 3.77932 -3.74952
H -9.74498 2.97297 -4.65776
H -10.15046 3.41960 -0.44876
H -10.00144 4.87230 -1.51664
H -8.58579 3.83718 -1.24527
C 3.00337 2.42587 0.33116
C 1.48004 2.44915 0.47942
C 0.79816 1.64709 1.58576
C -0.72153 1.64066 1.34250
N -1.59732 0.99646 2.41122
C -3.05576 1.05594 1.95866
C -3.93049 0.71394 3.20718
C -3.02047 1.04172 4.39518
C -1.73569 1.69183 3.78646
C -1.16611 -0.51835 2.55900
H 3.34476 3.34849 0.80057
H 3.20344 2.29187 -0.73191
H 3.35998 1.59174 0.93543
H 1.11784 2.35014 -0.54387
H 1.22899 3.50435 0.58729
H 1.03585 2.02399 2.58052
H 1.21085 0.64113 1.50937
H -0.97769 1.15481 0.40100
H -1.09628 2.62897 1.07622
H -3.16825 0.32057 1.16199
H -3.25059 2.01552 1.47976
H -4.31962 -0.29664 3.08302
H -4.70108 1.47601 3.09083
H -2.88072 0.23353 5.11308
H -3.40529 1.91298 4.92521
H -0.88811 1.32542 4.36564
H -1.69364 2.74420 3.50566
H -0.33534 -0.60103 3.25977
H -0.91086 -0.92929 1.58222
H -1.97605 -1.08337 3.02034
C 7.34666 2.44954 -11.61780
C 6.39062 1.27944 -11.26033
C 6.81611 0.64505 -9.90166
C 5.79923 -0.37470 -9.35995
N 6.15686 -0.88273 -7.98089
C 5.18611 -1.92620 -7.41632
C 3.84183 -1.27113 -7.03112
C 4.37303 0.05849 -6.44253
C 5.85404 0.13760 -6.80667
C 7.56910 -1.47763 -7.85551
H 7.24410 3.21827 -10.85188
H 6.95856 2.99901 -12.47544
H 8.37205 2.09543 -11.72403
H 6.50070 0.52628 -12.04053
H 5.37067 1.66383 -11.26784
H 6.92450 1.45415 -9.17936
H 7.81584 0.21071 -9.90344
H 5.74060 -1.23284 -10.02947
H 4.80264 0.04077 -9.21072
H 5.53531 -2.39225 -6.49494
H 5.07457 -2.66912 -8.20609
H 3.55371 -1.79716 -6.12096
H 2.98705 -1.36770 -7.70054
H 4.26270 0.20119 -5.36756
H 3.89845 0.85360 -7.01760
H 6.58890 -0.16188 -6.05941
H 6.10150 1.18382 -6.98629
H 8.16581 -0.56934 -7.93967
H 7.72171 -2.09657 -8.73965
H 7.59515 -2.00980 -6.90461
C 7.89857 -0.84803 5.56413
C 6.92285 0.08910 4.75047
N 6.75700 1.23569 5.49723
C 5.53770 1.46444 6.18789
C 5.69169 2.68325 6.87459
N 6.89655 3.19350 6.43528
C 7.46502 2.32078 5.56050
C 7.48520 4.42659 6.66597
H 7.57915 -1.06518 6.58341
H 8.87936 -0.39137 5.69680
H 8.04135 -1.76217 4.98786
H 5.93365 -0.23941 4.43164
H 7.57513 0.40556 3.93654
H 4.78247 0.69283 6.16272
H 5.14148 3.12667 7.69132
H 8.41677 2.52165 5.09122
H 6.78950 5.25586 6.53781
H 8.27328 4.75041 5.98611
H 7.94580 4.38030 7.65279
C 11.47238 3.36418 -0.53446
C 11.34603 1.90744 -0.41137
N 12.53359 1.35958 -1.05327
C 13.71677 1.16352 -0.33830
C 14.48467 0.43040 -1.13617
N 13.84446 0.02920 -2.31877
C 12.67700 0.68647 -2.24138
C 14.44805 -0.81762 -3.38945
H 11.91497 3.75441 -1.45093
H 12.05896 3.85564 0.24174
H 10.62385 4.02179 -0.34564
H 10.49649 1.59951 -1.02093
H 11.18720 1.52376 0.59643
H 13.81328 1.59160 0.64852
H 15.45111 -0.00782 -0.93531
H 11.81918 0.52903 -2.87837
H 13.60146 -1.08520 -4.02173
H 14.95269 -1.65129 -2.90116
H 15.14808 -0.15396 -3.89700
Cl -5.39692 3.67125 10.43931
Cl 0.77982 -2.42092 7.93659
N 8.21334 -4.27902 -1.96860
S 9.28612 -4.28141 -0.83213
O 9.66471 -5.54737 -0.29972
O 9.32335 -3.12272 0.07741
F 10.57722 -3.96064 -1.72074
S 6.90448 -4.23081 -0.91220
O 6.14913 -2.98523 -0.86907
O 6.87936 -5.10480 0.21807
F 5.93312 -5.07614 -1.82836
N -2.05049 -7.19283 -2.98258
S -1.42765 -5.84358 -3.36344
O -0.87187 -5.05254 -2.25766
O -1.93267 -5.01769 -4.51025
F -0.08464 -6.47142 -4.05112
S -3.43263 -6.46956 -2.34289
O -4.46699 -6.23615 -3.33829
O -3.31003 -5.35757 -1.34029
F -3.87110 -7.72171 -1.45632
N -4.40662 10.01690 3.02848
S -4.42822 10.29628 1.37127
O -5.48719 9.97454 0.45314
O -3.11923 10.44074 0.76796
F -4.91028 11.80038 1.63300
S -4.32237 8.53330 2.89660
O -2.99282 8.11265 2.56444
O -5.47581 7.65394 2.61479
F -4.22362 8.26012 4.45964
N -3.94898 3.26110 -3.17682
S -3.37005 4.78801 -3.69205
O -4.04263 5.42419 -4.88523
O -1.99457 5.04980 -3.29475
F -4.22148 5.57763 -2.51337
S -3.57167 2.35278 -4.29251
O -2.14440 2.27079 -4.65471
O -4.58614 2.25454 -5.34939
F -3.78989 0.91904 -3.52023
```

Here are the Löwdin charges for atoms 1 to 99, given in e: -0.09, -0.26, -0.18, -0.08, -0.20, -0.06, -0.21, -0.15, -0.01, 0.03, 0.06, 0.08, 0.07, 0.11, 0.10, 0.10, 0.10, 0.12, 0.14, 0.12, 0.13, 0.13, 0.12, 0.12, 0.13, 0.12, 0.12, 0.11, 0.10, 0.10, -0.10, -0.23, -0.22, -0.12, -0.21, -0.13, -0.15, -0.11, -0.11, 0.08, 0.08, 0.08, 0.07, 0.11, 0.11, 0.11, 0.11, 0.14, 0.14, 0.13, 0.13, 0.12, 0.12, 0.11, 0.12, 0.15, 0.13, 0.10, 0.11, 0.12, -0.10, -0.28, -0.17, -0.13, -0.24, -0.11, -0.13, -0.13, -0.05, 0.06, 0.07, 0.07, 0.06, 0.11, 0.11, 0.12, 0.11, 0.14, 0.14, 0.13, 0.14, 0.11, 0.12, 0.13, 0.12, 0.13, 0.15, 0.11, 0.11, 0.10, -0.10, -0.23, -0.19, -0.10, -0.24, -0.12, -0.12, -0.13, -0.09

2.
A molecular structure, C33H14BF21GeN7O3RhS2Sb, computed with ωB97M-V with the def2-TZVPD basis set.

## Properties
* M: 1327.70 g mol⁻¹
* ΔE to the lowest compared entry with this formula, charge and spin: 0.090 eV
* <S²>: 0.757
* HOMO (alpha / beta): -9.6 / -9.6 eV
* multiplicity: 2
* maximum force: 2.3 eV/A
* HOMO-LUMO gap (alpha / beta): 7.40 / 5.23 eV
* LUMO (alpha / beta): -2.2 / -4.3 eV

```
84
C33H14BF21GeN7O3RhS2Sb (ωB97M-V with the def2-TZVPD basis set)
Rh 2.10477 -0.28266 -0.36486
B 5.50149 -0.69797 -0.60241
N 4.87556 0.27190 0.45838
C 5.51032 1.22255 1.12042
C 4.63151 1.86367 1.99481
C 3.42636 1.24292 1.79366
N 3.59144 0.26579 0.87868
N 4.59489 -1.94500 -0.68081
C 4.98465 -3.21386 -0.64572
C 3.88364 -4.04123 -0.85702
C 2.82472 -3.16864 -0.98890
N 3.27334 -1.89804 -0.91456
H 5.57055 -0.15183 -1.67409
H 6.61618 -1.03541 -0.26856
H 6.56190 1.38053 0.94040
H 4.84060 2.68002 2.66841
H 2.47613 1.40880 2.27501
H 6.02468 -3.45791 -0.48017
H 3.85891 -5.11952 -0.88968
H 1.78759 -3.39089 -1.15786
F 0.59033 -4.61928 1.60267
C -0.49688 -4.48494 2.37365
C -1.37855 -3.43700 2.13807
C -2.51309 -3.37893 2.93228
F -3.43773 -2.43116 2.75205
C -2.74890 -4.30258 3.92953
F -3.83842 -4.22202 4.68606
C -1.84170 -5.31907 4.14234
F -2.05993 -6.20363 5.10112
C -0.71212 -5.42639 3.35396
F 0.14063 -6.42537 3.54952
Ge -0.85347 -2.13593 0.77916
S 1.12918 -1.40259 1.40140
C -0.84159 -3.04124 -0.98617
C -0.27887 -2.39169 -2.06215
F 0.24846 -1.15153 -1.88528
C -0.20752 -2.91549 -3.32857
F 0.33948 -2.23563 -4.32623
C -0.72064 -4.17883 -3.54031
F -0.66001 -4.72012 -4.74180
C -1.29314 -4.87482 -2.49904
F -1.78797 -6.08401 -2.71591
C -1.34986 -4.30544 -1.24140
F -1.92752 -5.02352 -0.27971
C -2.22654 -0.71567 0.68480
C -3.06147 -0.45001 -0.38949
F -2.94426 -1.11688 -1.54553
C -4.05676 0.50210 -0.32413
F -4.83805 0.74272 -1.37901
C -4.23981 1.22153 0.83701
F -5.21101 2.12028 0.90098
C -3.41254 1.01292 1.92306
F -3.57700 1.72414 3.03263
C -2.42713 0.05410 1.82771
F -1.67795 -0.16151 2.91485
O -3.14058 7.64285 1.68656
S -4.01071 6.58209 2.20553
O -3.45647 5.68486 3.17229
O -5.41959 6.82538 2.22296
C -3.73074 5.59926 0.45229
N -4.57841 5.88263 -0.47954
C -4.36122 5.21789 -1.61859
C -3.30072 4.33594 -1.75107
C -2.46833 4.14254 -0.65934
N -2.70650 4.81595 0.47277
C -1.31513 3.19261 -0.63867
C -0.90664 2.50981 -1.76779
C 0.15699 1.63472 -1.68302
N 0.80104 1.41168 -0.53831
C 0.42160 2.09127 0.55902
C -0.62023 2.98667 0.54670
H -5.05323 5.40744 -2.43089
H -3.13107 3.82232 -2.68948
H -1.37031 2.66605 -2.73130
H 0.53146 1.13462 -2.56048
H 0.99481 1.92430 1.45340
H -0.88855 3.53741 1.43778
F 3.08354 0.84077 -2.13759
Sb 3.57463 2.73669 -2.43333
F 3.92620 4.55472 -2.67267
F 1.81136 3.00385 -3.04414
F 4.10105 2.22390 -4.14650
F 2.99183 3.02416 -0.65982
F 5.29707 2.41194 -1.79003
```

Löwdin atomic charges, in units of e: 0.94, -0.39, -0.03, -0.06, -0.03, -0.15, -0.10, -0.06, -0.05, -0.03, -0.14, -0.08, 0.07, 0.08, 0.14, 0.11, 0.09, 0.13, 0.10, 0.09, 0.08, -0.24, -0.14, -0.21, 0.11, -0.14, 0.14, -0.13, 0.15, -0.14, 0.14, 0.76, 0.39, -0.14, -0.26, 0.02, -0.14, 0.15, -0.13, 0.16, -0.13, 0.15, -0.21, 0.12, -0.12, -0.21, 0.10, -0.15, 0.13, -0.14, 0.15, -0.15, 0.15, -0.25, 0.09, -0.21, 0.55, -0.26, -0.25, -0.27, 0.17, -0.05, 0.04, -0.17, 0.20, -0.12, 0.02, -0.14, -0.05, -0.10, 0.03, 0.13, 0.12, 0.12, 0.11, 0.08, 0.13, -0.40, 1.38, -0.34, -0.34, -0.33, -0.33, -0.33

3.
A molecular structure, C43H34Cl3N8O2Y, computed with ωB97M-V with the def2-TZVPD basis set.

## Properties
* total charge: -2
* M: 890.06 g mol⁻¹
* ΔE to the lowest compared entry with this formula, charge and spin: 1.346 eV
* HOMO: 0.3 eV
* maximum force: 2.5 eV/A
* HOMO-LUMO gap: 3.37 eV
* LUMO: 3.7 eV

```
91
C43H34Cl3N8O2Y (ωB97M-V with the def2-TZVPD basis set)
Y -0.05426 0.48304 -0.18717
C 3.23167 1.93194 0.81064
N 1.85855 1.98209 1.26309
C 1.59840 1.57819 2.63147
C 1.72165 0.08939 2.69967
N 1.36216 -0.68575 1.71896
C 1.66023 -1.97599 2.11619
C 1.46881 -3.18741 1.46284
C 1.86124 -4.33905 2.11872
C 2.42812 -4.29824 3.39774
C 2.61870 -3.09996 4.06610
C 2.22085 -1.94771 3.40394
N 2.27997 -0.60550 3.73918
C 3.26136 1.58660 -0.64401
N 2.40033 0.78937 -1.18391
C 2.69047 0.75959 -2.53295
C 2.04583 0.09770 -3.57360
C 2.52509 0.30915 -4.85347
C 3.62184 1.14251 -5.10124
C 4.28048 1.79900 -4.07445
C 3.79056 1.59659 -2.79201
N 4.14786 2.10218 -1.55587
H 3.78241 2.86795 0.98637
H 3.73842 1.13882 1.36857
H 1.37131 2.82027 0.97072
H 2.25892 2.05545 3.37214
H 0.55823 1.84002 2.84393
H 1.01784 -3.20778 0.48085
H 1.71718 -5.29667 1.63516
H 2.71561 -5.22443 3.88068
H 3.04217 -3.07234 5.06295
H 2.47178 -0.24368 4.65449
H 1.20551 -0.54702 -3.34885
H 2.03695 -0.17699 -5.68900
H 3.96164 1.28275 -6.12049
H 5.12469 2.44916 -4.27312
H 4.87001 2.77265 -1.37536
O -1.15710 1.51514 1.61303
C -2.40711 1.75868 1.81613
C -2.91262 1.87964 3.13577
C -4.24461 2.09737 3.39318
C -5.16758 2.22754 2.35080
C -4.70523 2.15634 1.05533
C -3.35432 1.93395 0.75630
C -2.93834 2.06870 -0.62078
N -1.75523 1.83611 -1.04864
N -1.48247 2.25068 -2.34418
C -0.23326 2.65031 -2.43325
O 0.60560 2.68563 -1.47279
C 0.16779 3.19644 -3.76579
C -0.50727 2.86571 -4.93730
C -0.09441 3.39508 -6.14957
C 0.98945 4.26231 -6.20772
C 1.66668 4.59310 -5.04205
C 1.26120 4.05593 -3.83027
H -2.21612 1.74678 3.95520
H -4.58557 2.15702 4.42101
H -6.21940 2.37638 2.56093
H -5.39439 2.27196 0.22392
H -3.66048 2.51588 -1.30873
H -1.34905 2.18897 -4.87353
H -0.61462 3.12652 -7.06210
H 1.30625 4.67378 -7.15938
H 2.51693 5.26487 -5.08200
H 1.78229 4.27787 -2.90772
Cl -4.03131 -3.06911 7.61462
C -3.43657 -2.69074 5.99616
C -4.15463 -1.82488 5.16847
C -3.68886 -1.51459 3.91416
C -2.45397 -2.05444 3.39071
C -1.97480 -1.75821 2.13754
C -1.75407 -2.93734 4.29873
C -2.23438 -3.24075 5.54980
H -5.08478 -1.39540 5.52631
H -4.25698 -0.83872 3.28339
H -2.52012 -1.09816 1.47350
H -1.04930 -2.18680 1.77007
H -0.82039 -3.38051 3.96336
H -1.68755 -3.91312 6.20320
Cl -2.55706 -1.11398 -1.44520
C -1.59539 -2.50955 -1.87868
C -2.17518 -3.64945 -2.36854
C -1.37479 -4.72935 -2.74947
C 0.00814 -4.60549 -2.64083
C 0.57626 -3.45320 -2.14535
Cl 2.32544 -3.33343 -2.10048
C -0.17452 -2.30576 -1.67478
N 0.33739 -1.22848 -1.16522
H -3.25355 -3.70482 -2.45771
H -1.81690 -5.64334 -3.12465
H 0.65830 -5.41503 -2.95381
```

Löwdin atomic charges, in units of e: 1.39, -0.13, -0.09, -0.15, -0.30, 0.14, -0.21, 0.00, -0.08, -0.11, -0.04, -0.19, 0.17, -0.31, 0.11, -0.21, 0.00, -0.09, -0.11, -0.05, -0.20, 0.16, 0.12, 0.13, 0.12, 0.12, 0.11, 0.08, 0.10, 0.09, 0.10, 0.15, 0.09, 0.10, 0.09, 0.10, 0.15, -0.21, -0.38, -0.03, -0.12, -0.13, -0.08, -0.16, -0.12, -0.15, 0.06, -0.51, -0.12, -0.14, -0.03, -0.10, -0.12, -0.11, -0.04, 0.11, 0.09, 0.08, 0.10, 0.12, 0.11, 0.09, 0.09, 0.09, 0.11, 0.48, -0.74, -0.18, -0.09, -0.36, -0.06, -0.09, -0.18, 0.08, 0.09, 0.00, 0.01, 0.08, 0.08, 0.70, -0.58, -0.16, -0.16, -0.18, -0.63, 0.59, -0.56, -0.23, 0.09, 0.07, 0.08